1.
Density functional theory data (wB97M-V/def2-TZVPD) for a single C5H8O2 molecule.

Values from the calculation:
relative energy (zero: lowest compared OMol25 entry of this formula, charge and spin): 2.263 eV
Kohn-Sham gap: 10.997 eV
E: -9407.570 eV
HOMO level: -10.11 eV
LUMO: 0.89 eV

Cartesian coordinates (Å):
O (-2.29557, 0.45135, 0.90853)
C (-1.15991, -0.27313, 0.51843)
C (0.23255, 0.34479, 0.82863)
C (0.63373, 0.04865, -0.60997)
C (1.93943, -0.30350, -1.16328)
O (1.35870, 0.97670, -1.38669)
C (-0.78493, -0.38525, -0.98016)
H (-2.19387, 1.36854, 0.56334)
H (-1.28561, -1.24678, 0.97417)
H (0.15296, 1.42556, 0.97847)
H (0.81604, -0.08052, 1.65506)
H (2.82125, -0.29431, -0.51834)
H (2.01341, -0.93981, -2.04553)
H (-1.31261, 0.35611, -1.59253)
H (-0.91000, -1.38336, -1.41175)

2.
Density functional theory data (wB97M-V/def2-TZVPD) for a molecular structure, C39H33Sn.

Values from the calculation:
Kohn-Sham gap: 5.467 eV
E: -46808.813 eV
HOMO level: -2.93 eV
LUMO: 2.54 eV
total charge: -1

Cartesian coordinates (Å):
C (3.94744, 5.14564, -4.32552)
C (2.55004, 5.26937, -4.40837)
C (1.73471, 4.21578, -3.98490)
C (2.29549, 3.05209, -3.37955)
C (1.45187, 2.02732, -2.66466)
C (0.27421, 2.50633, -2.14013)
C (-0.81477, 2.03306, -1.21729)
C (-2.15862, 1.87665, -1.94058)
C (-2.95644, 0.71385, -1.99217)
C (-4.32888, 0.82965, -2.31639)
C (-4.87684, 2.07172, -2.67031)
C (-4.03651, 3.18369, -2.78846)
C (-2.67176, 3.05375, -2.50026)
C (2.00338, 0.63356, -2.50757)
C (1.74520, -0.14184, -1.35744)
C (2.31058, -1.42142, -1.17934)
C (3.17637, -1.95719, -2.13621)
C (3.52666, -1.16490, -3.23383)
C (2.89210, 0.06251, -3.44807)
C (3.70146, 2.95386, -3.33396)
C (4.52511, 3.97486, -3.81854)
H (4.58666, 5.96416, -4.65257)
H (2.09561, 6.18812, -4.80055)
H (0.64690, 4.31166, -4.11723)
H (0.07772, 3.56217, -2.34974)
H (-0.59490, 1.13912, -0.60457)
H (-2.52912, -0.26595, -1.74929)
H (-4.98024, -0.04627, -2.25965)
H (-5.94551, 2.16783, -2.86669)
H (-4.43190, 4.16133, -3.07023)
H (-2.01223, 3.91143, -2.64449)
H (1.18362, 0.30099, -0.52825)
H (2.07485, -1.99794, -0.27956)
H (3.57868, -2.97867, -2.04412)
H (4.29079, -1.51696, -3.92123)
H (3.13955, 0.61497, -4.35077)
H (4.14385, 2.06337, -2.88250)
H (5.60488, 3.85219, -3.76914)
H (-0.94147, 2.94045, -0.59729)
Sn (-1.23143, -1.55415, 1.54011)
C (-1.19711, -3.74229, 1.58003)
C (-1.78457, -4.43013, 2.63291)
C (-1.48364, -5.80128, 2.76292)
C (-0.63155, -6.42773, 1.83976)
C (-0.13082, -5.72491, 0.74203)
C (-0.42576, -4.36356, 0.59464)
C (0.74266, -1.04608, 2.44801)
C (1.51019, -2.05470, 3.02812)
C (2.76400, -1.74207, 3.59132)
C (3.21547, -0.41412, 3.60542)
C (2.42553, 0.59787, 3.04082)
C (1.16929, 0.28140, 2.48640)
C (-2.45913, -0.85514, 3.25852)
C (-1.83352, -0.62013, 4.47752)
C (-2.63451, -0.39152, 5.61166)
C (-4.03076, -0.39462, 5.49560)
C (-4.63267, -0.51943, 4.23745)
C (-3.84038, -0.76424, 3.10369)
H (-2.44203, -3.94043, 3.35748)
H (-1.91436, -6.37081, 3.58838)
H (-0.36821, -7.48262, 1.98211)
H (0.49304, -6.22394, -0.00776)
H (-0.03621, -3.80926, -0.26356)
H (1.16171, -3.08892, 3.06165)
H (3.39116, -2.53551, 4.02230)
H (4.18271, -0.17070, 4.06399)
H (2.78470, 1.63369, 3.03264)
H (0.54752, 1.09907, 2.10660)
H (-0.74775, -0.61700, 4.57947)
H (-2.15870, -0.20860, 6.57721)
H (-4.64873, -0.28898, 6.39271)
H (-5.71660, -0.42746, 4.13107)
H (-4.31804, -0.89202, 2.13014)

3.
Density functional theory data (wB97M-V/def2-TZVPD) for 11 unconnected molecules or ions with the total composition C22H67NO17P2S10.

Values from the calculation:
Kohn-Sham gap: 8.055 eV
E: -187124.274 eV
HOMO level: -7.68 eV
LUMO: 0.37 eV

Cartesian coordinates (Å):
N (7.12946, 2.30114, -0.85636)
P (7.03221, 0.60450, -1.05711)
O (7.14835, 0.22496, 0.53186)
O (5.34031, 0.60510, -1.33863)
C (4.76086, -0.56092, -1.07395)
O (5.33082, -1.57045, -0.72113)
O (3.42275, -0.51517, -1.29630)
C (2.62702, -0.19959, -0.14418)
P (2.58318, 1.53011, 0.39783)
O (1.61162, 1.64271, 1.48586)
O (2.13403, 2.43679, -0.85383)
O (4.04445, 2.00143, 0.89388)
H (6.37748, 2.57568, -0.22515)
H (7.96484, 2.42470, -0.29169)
H (6.94846, -0.70734, 0.66046)
H (2.89328, -0.83326, 0.69225)
H (1.60892, -0.41402, -0.42437)
H (2.77504, 3.12480, -1.03372)
H (4.15944, 2.93009, 0.68761)
C (-0.40742, -2.19006, 3.82082)
S (-0.38239, -2.31365, 2.03571)
O (1.04910, -2.24601, 1.60933)
C (-1.11051, -0.70990, 1.71049)
H (0.04216, -3.08813, 4.22969)
H (0.16229, -1.31339, 4.13192)
H (-1.43611, -2.12095, 4.16502)
H (-0.49307, 0.07048, 2.15722)
H (-2.11985, -0.67723, 2.11218)
H (-1.15110, -0.56892, 0.63189)
C (-4.47258, 3.03209, 0.67642)
S (-4.81767, 1.27616, 0.78361)
O (-3.88315, 0.69557, 1.78924)
C (-4.16947, 0.85607, -0.83350)
H (-4.75784, 3.49406, 1.61788)
H (-3.40855, 3.19442, 0.50687)
H (-5.06270, 3.45577, -0.13680)
H (-3.12012, 1.15019, -0.89491)
H (-4.75780, 1.36251, -1.59618)
H (-4.25238, -0.22157, -0.96256)
C (-3.98834, 7.89644, 3.34026)
S (-3.59219, 6.21530, 3.83927)
O (-3.10236, 5.50869, 2.63134)
C (-5.29230, 5.69278, 4.09854)
H (-3.05584, 8.39475, 3.08627)
H (-4.64372, 7.87537, 2.46952)
H (-4.46783, 8.41816, 4.16847)
H (-5.85925, 5.82144, 3.17620)
H (-5.73398, 6.27894, 4.90421)
H (-5.27706, 4.64168, 4.37812)
C (-1.91200, -6.14354, 3.97039)
S (-2.41522, -5.42762, 5.53156)
O (-1.60951, -4.19050, 5.72436)
C (-1.68434, -6.69604, 6.57141)
H (-2.24016, -5.47302, 3.17785)
H (-0.82485, -6.23410, 3.94234)
H (-2.39117, -7.12220, 3.85484)
H (-0.61466, -6.76065, 6.37161)
H (-2.17300, -7.64803, 6.36591)
H (-1.84936, -6.41489, 7.60917)
C (-5.71827, 3.08861, -4.60072)
S (-7.01117, 3.07608, -3.35487)
O (-6.55729, 2.16011, -2.27261)
C (-8.21443, 2.16928, -4.33032)
H (-4.84686, 3.57773, -4.17126)
H (-5.46689, 2.06509, -4.87825)
H (-6.05960, 3.64891, -5.47064)
H (-7.79538, 1.20757, -4.62512)
H (-8.48340, 2.75602, -5.20824)
H (-9.09465, 2.01277, -3.71157)
C (5.43252, 3.83554, -4.56211)
S (5.39451, 2.04531, -4.62228)
O (6.55608, 1.56950, -3.82238)
C (5.84371, 1.93314, -6.34907)
H (5.21433, 4.14941, -3.54405)
H (6.42417, 4.18913, -4.84296)
H (4.67946, 4.23964, -5.23952)
H (6.80354, 2.42900, -6.50405)
H (5.06349, 2.42024, -6.93840)
H (5.92849, 0.88175, -6.61672)
C (8.32641, 7.94915, -1.90072)
S (7.89414, 7.43027, -3.56464)
O (6.44463, 7.09976, -3.55510)
C (8.78968, 5.87263, -3.51545)
H (7.82606, 8.89488, -1.70656)
H (7.98884, 7.19935, -1.18553)
H (9.40545, 8.08535, -1.83238)
H (8.42013, 5.26011, -2.69254)
H (9.85472, 6.07165, -3.39760)
H (8.61850, 5.35722, -4.45744)
C (4.42182, 6.65002, -8.25339)
S (4.73252, 5.04685, -8.99936)
O (4.19647, 4.02644, -8.05921)
C (6.51428, 5.07567, -8.77235)
H (3.34667, 6.81252, -8.25177)
H (4.79726, 6.65831, -7.22960)
H (4.90777, 7.42462, -8.84612)
H (6.74526, 5.19295, -7.71326)
H (6.93878, 5.89648, -9.34962)
H (6.91274, 4.13043, -9.13414)
C (-2.82562, -10.96662, 5.66096)
S (-2.33211, -9.85089, 4.34898)
O (-3.49303, -8.94967, 4.09248)
C (-2.33244, -11.07416, 3.03699)
H (-2.92914, -10.38879, 6.57589)
H (-3.78476, -11.41739, 5.41376)
H (-2.05866, -11.73053, 5.79383)
H (-3.32180, -11.52463, 2.96287)
H (-1.58082, -11.83291, 3.25204)
H (-2.08556, -10.56862, 2.10622)
C (-6.61194, -8.61136, 4.71291)
S (-6.96342, -9.57967, 6.18109)
O (-5.82048, -10.51395, 6.35896)
C (-8.31194, -10.53236, 5.47310)
H (-5.75590, -7.97688, 4.92868)
H (-6.36744, -9.27626, 3.88571)
H (-7.47898, -7.99551, 4.47214)
H (-7.95720, -11.06802, 4.59270)
H (-9.12851, -9.86093, 5.20917)
H (-8.65098, -11.24211, 6.22410)